No. 1
A structure of composition C36H30N4NaS3SbSe4, computed with wB97M-V/def2-TZVPD.

Output
Highest occupied orbital energy   -0.4 eV
Total energy   -12811.5600 hartree
Net charge   -2
Kohn-Sham gap   3.499 eV
E_LUMO   3.07 eV

Atoms and positions in Å:
Sb 4.8608 -3.2066 2.3681
Se 6.0501 -4.2276 4.2451
Se 5.2465 -4.3589 0.1890
Se 5.3840 -0.7946 2.0945
Se 2.3589 -3.4011 2.7016
S -0.5455 0.6092 -0.7089
S -0.7216 -2.3635 -0.4229
S 2.2392 0.4798 -0.7014
Na 2.7245 -3.0985 -0.2135
N 0.7473 1.0849 -1.3637
N 0.3937 -3.0375 -1.0368
N -0.7790 -0.7252 -0.0246
N 2.5859 -0.8828 -0.9871
C 5.6162 2.4123 -1.4585
C 2.9535 2.7776 -2.1931
C -0.5878 -4.0502 1.6446
C 1.9941 2.4013 1.3067
C -3.0731 -2.3128 -3.6715
C 3.3308 1.7304 -1.3702
C -2.0044 -2.2732 -2.7912
C -3.6886 1.2171 -3.9259
C -2.1216 -2.2151 2.0207
C -1.6966 3.5886 2.5166
C -4.0679 0.9025 -2.6256
C -3.1050 0.7437 -1.6443
C -1.2882 3.0715 0.2069
C -1.6190 3.9911 1.1875
C 2.0978 1.0468 0.9908
C 3.9311 3.6488 -2.6602
C -2.2299 -2.4211 -1.4284
C -1.2356 -2.9118 1.2021
C 2.0821 0.4540 3.3029
C -2.3487 1.3676 -4.2476
C -0.8363 -4.5124 2.9341
C 4.6553 1.5272 -0.9956
C 5.2568 3.4667 -2.2910
C -1.7363 -3.8459 3.7450
C -4.5754 -2.7029 -1.8370
C -3.5093 -2.6479 -0.9462
C 1.9240 2.7697 2.6359
C -1.3741 1.2112 -3.2695
C 2.1693 0.0731 1.9635
C -1.0633 1.7516 0.5700
C 1.9617 1.7897 3.6328
C -1.7685 0.9067 -1.9797
C -2.3834 -2.6980 3.2897
C -1.1310 1.3356 1.8867
C -4.3619 -2.5276 -3.1958
C -1.4437 2.2709 2.8639
H 0.1469 -4.5299 1.0138
H -5.5750 -2.8913 -1.4640
H 4.9220 0.6969 -0.3385
H 3.6550 4.4706 -3.3103
H 1.9269 2.0875 4.6749
H -1.8002 5.0242 0.9190
H 1.8467 3.8176 2.9018
H -3.6776 -2.8000 0.1109
H -0.2715 -5.3558 3.3055
H -3.3813 0.4821 -0.6300
H -2.8994 -2.1867 -4.7330
H 6.0149 4.1514 -2.6528
H -4.4440 1.3357 -4.6929
H -1.4634 1.9629 3.9011
H -0.3188 1.3090 -3.4857
H -0.8969 0.3104 2.1401
H -1.1939 3.3757 -0.8289
H 2.1620 -0.3258 4.0501
H 2.2817 -0.9797 1.7271
H -0.9848 -2.1519 -3.1392
H 1.9133 2.9057 -2.4610
H -5.1953 -2.5698 -3.8865
H -2.5781 -1.2975 1.6727
H 6.6477 2.2694 -1.1635
H -5.1132 0.7652 -2.3811
H -3.0656 -2.1634 3.9398
H -1.9362 4.3129 3.2851
H -2.0548 1.6032 -5.2626
H -1.9099 -4.1944 4.7555
H 1.9746 3.1514 0.5243

***

No. 2
A cluster of 2 separate species, C5H10NOP in total at a distorted geometry, computed with wB97M-V/def2-TZVPD.

Output
Highest occupied orbital energy (alpha / beta)   -9.7 / -9.7 eV
Total energy   -667.7191 hartree
Kohn-Sham gap (alpha / beta)   6.928 / 6.932 eV
E_LUMO (alpha / beta)   -2.75 / -2.75 eV

Atoms and positions in Å:
P 0.9895 -0.1671 0.0427
O 2.2630 0.4667 0.4472
N -2.0796 -0.2985 -0.3466
C -0.0776 0.9889 -0.9099
C 1.0075 -1.7669 -0.9674
C -0.3479 2.3040 -0.2633
C 0.1263 -0.6767 1.5802
C -3.0238 -0.9312 -0.0529
H -0.0557 3.2236 -0.8438
H -0.1702 0.0104 2.3405
H 0.6508 -1.4198 2.2090
H 1.2492 -1.5859 -2.0175
H 0.3470 2.4149 0.6605
H -0.4138 0.7914 -1.9435
H -0.7835 -1.3368 1.3823
H -1.3964 2.5515 -0.0343
H -0.0338 -2.0506 -0.7403
H 1.7489 -2.5178 -0.5428

***

No. 3
An isolated molecule of C8H8F3NO2 at a distorted geometry, computed with wB97M-V/def2-TZVPD.

Output
Highest occupied orbital energy   -9.4 eV
Total energy   -814.3084 hartree
SMILES   CC[C@@]1(F)C=C(F)C=C[C@]1(F)[N+](=O)[O-]
Kohn-Sham gap   9.040 eV
E_LUMO   -0.39 eV

Atoms and positions in Å:
F 0.5911 1.0358 1.7299
F 1.1776 1.6245 -1.2813
F -0.2698 -3.2128 0.3845
O 3.1864 1.3554 0.1996
O 2.6576 -0.5564 0.9354
N 2.4970 0.4118 0.2398
C 1.2431 0.5047 -0.5653
C -2.4651 0.9129 0.7847
C -0.0041 -1.9071 -0.0371
C -0.2215 -0.9067 0.8435
C 0.1251 0.4882 0.5036
C 0.5699 -1.8218 -1.3801
C 1.1641 -0.6420 -1.6320
C -1.1738 1.2264 -0.0252
H -0.9459 2.3824 0.0012
H -2.2219 0.1424 1.5463
H 0.4077 -2.6523 -2.0074
H -3.2912 0.4980 0.2205
H -0.5724 -1.1252 1.8872
H -1.3241 1.0124 -1.1431
H 1.5904 -0.4811 -2.6145
H -2.7203 1.7106 1.4098